1.
Formula: C22H27NO2PbS3
Source: OMol25
Level of theory: ωB97M-V/def2-TZVPD

Last column: Mulliken charge in e.
CARTESIAN COORDINATES (ANGSTROEM)
Pb (-1.410, 0.900, -0.439)  1.02
C (-4.478, -1.350, 0.417)  -0.58
C (-4.507, -0.127, 1.320)  -0.83
S (-2.930, 0.537, 1.931)  -0.04
C (-2.152, -0.827, 2.840)  -0.95
C (-1.506, -1.958, 2.052)  -0.77
S (-0.415, -1.448, 0.682)  0.20
C (-0.922, -2.594, -0.638)  -0.42
C (-2.408, -2.736, -0.970)  -0.81
S (-3.411, -1.215, -1.063)  -0.07
H (-5.490, -1.519, 0.050)  0.51
H (-4.179, -2.240, 0.965)  0.29
H (-5.112, -0.350, 2.201)  0.48
H (-4.973, 0.728, 0.826)  0.41
H (-2.919, -1.240, 3.498)  0.53
H (-1.420, -0.330, 3.478)  0.46
H (-2.245, -2.641, 1.644)  0.34
H (-0.872, -2.527, 2.732)  0.56
H (-0.532, -3.573, -0.355)  0.59
H (-0.350, -2.259, -1.504)  -0.06
H (-2.917, -3.406, -0.280)  0.51
H (-2.480, -3.197, -1.956)  0.48
N (-0.778, 3.060, 1.019)  -0.45
C (0.402, 3.774, 0.508)  -0.81
C (1.531, 2.851, 0.114)  0.26
O (2.640, 3.203, -0.106)  -0.48
O (1.105, 1.547, -0.053)  0.46
H (-1.561, 3.707, 1.074)  0.26
H (-0.605, 2.769, 1.978)  0.25
H (0.809, 4.492, 1.220)  0.44
H (0.130, 4.339, -0.386)  0.33
C (-0.421, 0.391, -4.844)  -0.67
C (-0.228, 1.474, -3.996)  -0.59
C (0.621, 1.370, -2.901)  -0.10
C (1.282, 0.164, -2.622)  0.42
C (1.124, -0.895, -3.522)  -0.67
C (0.284, -0.784, -4.620)  -0.64
C (2.143, -0.047, -1.447)  -0.58
C (2.124, 0.590, -0.280)  -0.20
C (2.986, 0.334, 0.884)  0.48
C (4.319, -0.027, 0.710)  -0.55
C (5.119, -0.287, 1.811)  -0.89
C (4.601, -0.182, 3.094)  -0.47
C (3.275, 0.188, 3.277)  -0.95
C (2.474, 0.448, 2.177)  0.26
H (-1.078, 0.480, -5.699)  0.47
H (-0.712, 2.419, -4.212)  0.51
H (0.879, 2.263, -2.350)  0.57
H (1.687, -1.808, -3.366)  0.47
H (0.196, -1.609, -5.315)  0.46
H (2.849, -0.868, -1.513)  0.50
H (4.738, -0.071, -0.287)  0.51
H (6.157, -0.553, 1.666)  0.43
H (5.231, -0.374, 3.951)  0.43
H (2.873, 0.279, 4.278)  0.43
H (1.437, 0.736, 2.326)  0.24

E_LUMO: -6.5 eV
Charge: +2



2.
Formula: C25H33N3O3
Source: OMol25
Level of theory: ωB97M-V/def2-TZVPD

Last column: Mulliken charge in e.
CARTESIAN COORDINATES (ANGSTROEM)
C (0.752, -7.503, -3.676)  -1.44
C (0.223, -6.775, -2.478)  1.15
C (-0.459, -5.580, -2.622)  -1.26
C (-0.922, -4.959, -1.472)  -0.22
C (-0.722, -5.502, -0.190)  1.12
C (-0.033, -6.707, -0.059)  -0.82
C (0.427, -7.320, -1.201)  -0.63
H (0.963, -8.256, -1.124)  0.41
H (0.132, -7.142, 0.914)  0.47
C (-1.350, -4.591, 0.720)  0.07
C (-1.853, -3.579, -0.053)  1.00
C (-2.659, -2.426, 0.398)  0.58
O (-3.327, -2.524, 1.420)  -0.71
N (-2.671, -1.295, -0.350)  0.09
C (-1.717, -0.914, -1.364)  -0.90
H (-1.123, -1.771, -1.671)  0.48
C (-0.804, 0.198, -0.841)  -0.30
H (-0.104, 0.488, -1.627)  0.38
H (-0.234, -0.179, 0.010)  0.21
C (-1.651, 1.408, -0.406)  -0.68
N (-0.910, 2.572, 0.045)  0.39
C (0.060, 2.351, 1.097)  -0.53
C (0.434, 3.690, 1.727)  -1.07
H (1.130, 3.529, 2.553)  0.39
H (-0.467, 4.162, 2.120)  0.29
C (1.051, 4.610, 0.668)  0.57
C (1.326, 5.968, 1.292)  -0.31
O (0.505, 6.860, 1.340)  -0.69
N (2.555, 6.136, 1.845)  -0.09
C (3.647, 5.222, 1.848)  0.05
C (5.036, 5.779, 1.883)  -0.74
C (4.534, 5.121, 0.634)  -0.45
H (4.927, 4.154, 0.361)  0.26
H (4.299, 5.755, -0.207)  0.23
H (5.778, 5.268, 2.477)  0.25
H (5.146, 6.852, 1.877)  0.26
H (3.460, 4.310, 2.406)  0.22
H (2.709, 7.046, 2.260)  0.28
C (0.058, 4.741, -0.486)  -0.93
C (-0.323, 3.363, -1.018)  -0.63
H (0.576, 2.879, -1.444)  0.31
H (-1.058, 3.476, -1.818)  0.46
H (-0.832, 5.252, -0.121)  0.27
H (0.491, 5.340, -1.290)  0.46
H (1.985, 4.173, 0.303)  0.33
H (0.979, 1.866, 0.715)  0.32
H (-0.377, 1.706, 1.860)  0.46
C (-2.656, 0.940, 0.652)  -0.52
C (-3.507, -0.193, 0.083)  -1.27
H (-4.193, -0.576, 0.840)  0.54
H (-4.080, 0.163, -0.780)  0.39
H (-3.290, 1.775, 0.948)  0.37
H (-2.138, 0.571, 1.538)  0.28
H (-2.228, 1.743, -1.278)  0.26
H (-2.272, -0.551, -2.238)  0.24
O (-1.601, -3.795, -1.388)  -0.52
C (-1.404, -4.741, 2.196)  -1.60
H (-2.015, -3.955, 2.628)  0.36
H (-1.837, -5.707, 2.452)  0.36
H (-0.399, -4.701, 2.616)  0.34
H (-0.630, -5.141, -3.592)  0.37
H (0.306, -8.495, -3.742)  0.33
H (1.831, -7.629, -3.598)  0.33
H (0.530, -6.962, -4.592)  0.36

E_LUMO: 0.6 eV
SMILES: Cc1ccc2c(C)c(C(=O)N3CCC(N4CCC(C(=O)NC5CC5)CC4)CC3)oc2c1
ΔE to the lowest compared entry with this formula, charge and spin: 2.5636 eV



3.
Formula: C24H30B2F26O12Sn
Source: OMol25
Level of theory: ωB97M-V/def2-TZVPD

Last column: Mulliken charge in e.
CARTESIAN COORDINATES (ANGSTROEM)
Sn (0.149, 0.089, 0.158)  3.34
B (0.595, 3.271, -0.554)  -0.94
F (0.433, 2.500, -1.669)  0.06
F (1.901, 3.105, -0.139)  -0.17
F (0.247, 4.576, -0.842)  -0.35
F (-0.341, 2.860, 0.487)  0.05
B (1.227, -2.648, 1.835)  -0.55
F (2.270, -1.736, 1.923)  -0.17
F (0.203, -2.007, 2.460)  -0.06
F (0.916, -2.773, 0.547)  -0.11
F (1.555, -3.912, 2.351)  -0.33
C (-2.858, 3.839, 2.569)  -0.93
C (-1.682, 3.270, 3.431)  0.04
O (-2.012, 2.173, 4.234)  -0.28
C (-2.168, 0.933, 3.783)  0.09
O (-1.875, 0.580, 2.624)  -0.25
C (-2.767, -0.112, 4.784)  0.63
F (-3.187, 0.502, 5.897)  -0.26
F (-3.702, -0.835, 4.212)  -0.19
F (-1.793, -0.974, 5.147)  -0.21
H (-3.330, 3.015, 2.034)  -0.06
H (-2.552, 4.498, 1.757)  0.34
H (-3.671, 4.322, 3.111)  0.37
H (-1.500, 4.047, 4.174)  0.42
H (-0.781, 3.172, 2.827)  -0.01
C (5.544, -3.747, -0.131)  -1.50
C (4.412, -2.763, -0.296)  0.47
O (4.948, -1.725, -1.131)  -0.31
C (4.138, -0.652, -1.257)  0.21
O (3.015, -0.461, -0.766)  -0.27
C (4.750, 0.427, -2.140)  0.76
F (6.010, 0.214, -2.531)  -0.28
F (3.971, 0.621, -3.161)  -0.18
F (4.735, 1.575, -1.448)  -0.22
H (6.005, -3.958, -1.096)  0.34
H (5.313, -4.726, 0.288)  0.39
H (6.335, -3.280, 0.456)  0.33
H (4.116, -2.366, 0.675)  0.00
H (3.559, -3.288, -0.725)  0.20
C (4.951, 0.688, 2.029)  -0.44
C (4.450, 1.931, 2.718)  -0.49
O (3.628, 1.616, 3.860)  -0.34
C (2.294, 1.242, 3.673)  0.19
O (1.731, 1.005, 2.596)  -0.22
C (1.525, 1.262, 5.065)  0.81
F (0.770, 2.368, 5.131)  -0.26
F (0.629, 0.229, 5.131)  -0.22
F (2.338, 1.176, 6.150)  -0.26
H (4.135, 0.101, 1.608)  -0.17
H (5.441, -0.043, 2.672)  0.39
H (5.735, 0.941, 1.315)  0.42
H (3.995, 2.654, 2.041)  0.23
H (5.208, 2.508, 3.247)  0.31
C (-5.613, -3.410, 0.279)  -1.27
C (-4.212, -2.842, 0.219)  0.31
O (-3.394, -3.777, -0.515)  -0.29
C (-2.142, -3.432, -0.967)  0.24
O (-1.672, -2.300, -0.819)  -0.55
C (-1.505, -4.533, -1.897)  0.83
F (-0.258, -4.842, -1.633)  -0.21
F (-2.192, -5.692, -1.814)  -0.27
F (-1.635, -4.082, -3.106)  -0.24
H (-5.583, -4.496, 0.189)  0.36
H (-6.408, -2.959, -0.315)  0.29
H (-5.941, -3.204, 1.298)  0.34
H (-3.802, -2.593, 1.198)  0.24
H (-4.435, -1.904, -0.290)  -0.05
C (-3.373, 4.704, -2.429)  -1.54
C (-2.900, 3.590, -1.512)  1.06
O (-4.043, 2.876, -1.100)  -0.34
C (-3.968, 1.578, -0.689)  0.15
O (-2.941, 0.916, -0.724)  -0.24
C (-5.246, 1.121, -0.113)  0.83
F (-5.882, 0.489, -1.110)  -0.28
F (-4.964, 0.215, 0.779)  -0.14
F (-5.935, 2.130, 0.416)  -0.25
H (-4.054, 5.391, -1.926)  0.37
H (-3.776, 4.262, -3.340)  0.37
H (-2.493, 5.311, -2.641)  0.43
H (-2.406, 3.969, -0.617)  -0.14
H (-2.081, 3.041, -1.977)  -0.28
C (2.347, -2.725, -5.242)  -1.22
C (0.912, -2.493, -4.689)  0.06
O (0.562, -1.175, -5.070)  -0.32
C (0.393, -0.164, -4.105)  0.28
O (0.439, -0.385, -2.892)  -0.36
C (0.101, 1.307, -4.658)  0.77
F (-0.071, 1.309, -5.975)  -0.28
F (-0.871, 1.844, -3.957)  -0.21
F (1.138, 2.061, -4.428)  -0.22
H (3.106, -2.022, -4.898)  0.27
H (2.225, -2.718, -6.325)  0.36
H (2.568, -3.733, -4.891)  0.38
H (0.816, -2.755, -3.636)  0.02
H (0.233, -3.181, -5.193)  0.34

E_LUMO: -1.9 eV
ΔE to the lowest compared entry with this formula, charge and spin: 0.7100 eV



4.
Formula: C3H8N2S2
Source: OMol25
Level of theory: ωB97M-V/def2-TZVPD

Last column: Mulliken charge in e.
CARTESIAN COORDINATES (ANGSTROEM)
C (-2.516, -1.231, -0.001)  -0.85
C (-0.488, 0.877, 0.875)  -0.66
C (2.226, 0.190, -0.836)  0.09
H (-2.183, -1.793, 1.115)  0.24
H (-3.386, -1.357, -0.365)  0.42
H (-1.817, -1.241, -0.886)  0.23
H (-0.056, -0.233, 0.956)  0.31
H (-0.531, 1.490, 1.781)  0.37
H (2.299, 1.609, 1.425)  0.20
H (3.265, -0.168, -0.513)  0.31
H (2.112, -1.470, -1.754)  0.24
N (1.861, 1.547, -0.425)  -0.42
N (1.398, -0.691, -1.619)  -0.48
S (-2.342, 0.506, 0.827)  -0.06
S (0.159, 1.964, -0.579)  0.07

E_LUMO: -1.9 eV
ΔE to the lowest compared entry with this formula, charge and spin: 8.0608 eV